{"formula": "C36H60BrCl2F3O8", "method": "wB97M-V/def2-TZVPD", "largest_force_ha_per_bohr": 0.041, "smiles": "COCCCCCC[C@](OCCC[C@@H](C)CCC=C(C)C)(/C(Cl)=C(\\C)Cl)[C@@H](CCOCC(F)(F)F)OCBr.O=C1CCCO1.O=C1CCCO1", "spin_multiplicity": 1, "de_lowest_kj_mol": 112.7, "orbital_gap_ev": 7.508, "energy_ha": -5803.4979, "homo_energy_ev": -7.00, "elements": ["C", "O", "C", "C", "C", "C", "C", "C", "C", "O", "C", "C", "C", "C", "C", "C", "C", "C", "C", "C", "C", "C", "Cl", "C", "C", "Cl", "C", "C", "C", "O", "C", "C", "F", "F", "F", "O", "C", "Br", "H", "H", "H", "H", "H", "H", "H", "H", "H", "H", "H", "H", "H", "H", "H", "H", "H", "H", "H", "H", "H", "H", "H", "H", "H", "H", "H", "H", "H", "H", "H", "H", "H", "H", "H", "H", "H", "H", "H", "H", "H", "H", "H", "H", "H", "H", "H", "H", "O", "C", "C", "C", "C", "O", "H", "H", "H", "H", "H", "H", "O", "C", "C", "C", "C", "O", "H", "H", "H", "H", "H", "H"], "coordinates": [[0.834, 2.561, 4.528], [1.231, 1.379, 3.858], [0.893, 0.196, 4.571], [2.046, -0.826, 4.598], [3.119, -0.598, 3.538], [2.723, -0.976, 2.106], [2.166, -2.401, 2.006], [2.085, -2.943, 0.565], [0.815, -2.519, -0.203], [0.799, -1.112, -0.121], [-0.245, -0.404, -0.757], [0.053, 1.095, -0.549], [-0.689, 1.731, 0.633], [-1.568, 2.961, 0.309], [-2.343, 2.840, -1.016], [-2.573, 3.093, 1.479], [-3.704, 2.057, 1.459], [-4.636, 2.109, 2.670], [-4.355, 1.457, 3.846], [-3.163, 1.863, 4.692], [-5.226, 0.333, 4.340], [-0.359, -3.279, 0.410], [-0.570, -4.909, -0.198], [-1.196, -2.885, 1.376], [-1.164, -1.548, 2.053], [-2.443, -3.924, 1.980], [1.056, -2.893, -1.705], [1.920, -4.127, -2.011], [3.380, -3.812, -2.336], [3.642, -4.016, -3.720], [4.574, -3.134, -4.267], [5.563, -3.899, -5.127], [4.959, -4.682, -6.044], [6.366, -4.670, -4.346], [6.387, -3.033, -5.780], [-0.186, -3.001, -2.399], [-0.117, -2.554, -3.706], [-1.427, -3.577, -4.745], [0.775, 3.342, 3.773], [-0.165, 2.455, 4.955], [1.574, 2.839, 5.281], [-0.008, -0.235, 4.128], [0.638, 0.466, 5.597], [2.532, -0.725, 5.569], [1.627, -1.830, 4.582], [3.403, 0.451, 3.558], [4.008, -1.159, 3.834], [3.641, -0.972, 1.517], [2.001, -0.250, 1.744], [1.249, -2.551, 2.568], [2.912, -3.030, 2.503], [2.121, -4.023, 0.658], [2.971, -2.562, 0.060], [-0.312, -0.570, -1.833], [-1.232, -0.609, -0.341], [-0.104, 1.612, -1.493], [1.124, 1.155, -0.355], [-1.299, 1.025, 1.189], [0.069, 2.088, 1.332], [-0.935, 3.845, 0.332], [-2.435, 1.792, -1.303], [-3.313, 3.316, -0.932], [-1.757, 3.301, -1.810], [-2.003, 2.958, 2.401], [-2.985, 4.098, 1.493], [-4.358, 2.156, 0.596], [-3.321, 1.038, 1.456], [-5.547, 2.687, 2.527], [-3.504, 1.866, 5.726], [-2.785, 2.834, 4.408], [-2.359, 1.113, 4.638], [-5.140, -0.496, 3.645], [-6.262, 0.680, 4.398], [-4.903, 0.032, 5.337], [-1.935, -0.914, 1.619], [-1.468, -1.698, 3.090], [-0.190, -1.080, 2.071], [1.587, -2.028, -2.112], [1.837, -4.921, -1.283], [1.519, -4.557, -2.931], [3.531, -2.748, -2.127], [4.073, -4.349, -1.685], [5.173, -2.592, -3.536], [4.084, -2.414, -4.930], [-0.446, -1.522, -3.790], [0.842, -2.737, -4.183], [-2.225, 6.272, 1.064], [-2.769, 6.764, 2.007], [-2.718, 8.217, 2.444], [-3.248, 8.150, 3.875], [-4.173, 6.942, 3.811], [-3.579, 6.064, 2.839], [-3.370, 8.799, 1.791], [-1.702, 8.596, 2.392], [-3.749, 9.056, 4.208], [-2.424, 7.949, 4.561], [-5.177, 7.204, 3.471], [-4.250, 6.419, 4.761], [1.545, -1.151, -6.993], [1.734, -2.138, -7.642], [3.073, -2.739, -8.026], [2.691, -3.710, -9.139], [1.267, -4.084, -8.751], [0.731, -2.914, -8.111], [3.485, -3.255, -7.159], [3.758, -1.965, -8.362], [3.353, -4.570, -9.227], [2.689, -3.189, -10.098], [1.234, -4.912, -8.039], [0.650, -4.333, -9.610]], "atomic_forces_ev_per_a": [[0.0, -0.1, -0.6], [-0.1, -0.1, 0.2], [0.0, 0.0, 0.0], [0.1, 0.7, 0.3], [0.0, -0.3, -0.1], [-0.3, -0.3, 0.8], [0.8, 0.0, -0.2], [-0.5, 0.6, 1.0], [1.0, -0.8, -0.6], [-0.6, -0.3, 0.4], [-0.3, 1.4, -0.4], [0.2, -0.7, 0.3], [0.4, 0.9, -0.3], [-0.8, -0.7, 0.6], [1.1, 0.1, 0.2], [0.4, -0.1, -0.5], [0.4, 1.2, 1.3], [0.3, -0.1, 0.1], [-0.2, 0.8, -0.3], [0.7, -1.8, -1.0], [-0.3, 1.5, 0.9], [-0.9, -0.2, 0.0], [0.2, 0.2, 0.1], [0.8, 0.4, -0.3], [-0.6, -0.5, 0.6], [-0.1, 0.0, 0.0], [-0.1, -0.3, -0.1], [0.2, -0.3, -0.7], [-0.2, 0.9, 0.6], [0.0, -0.2, 0.1], [0.1, 0.0, -0.7], [0.6, 0.0, 0.4], [0.4, 0.2, 0.4], [-0.5, 0.1, -0.6], [-0.6, -0.5, 0.2], [-0.1, 0.2, 0.4], [-0.6, -0.4, -0.2], [0.2, 0.1, 0.0], [0.1, 0.1, 0.0], [0.0, 0.0, 0.2], [-0.1, 0.0, 0.2], [0.0, 0.0, -0.1], [-0.1, -0.1, 0.1], [0.1, -0.1, 0.1], [0.0, -0.1, -0.1], [0.0, 0.1, 0.0], [0.0, -0.1, 0.0], [-0.1, 0.4, -0.3], [0.1, 0.1, -0.3], [-0.2, 0.0, -0.1], [-0.1, -0.1, 0.1], [0.0, -0.2, -0.4], [0.1, -0.2, -0.3], [0.3, -0.5, 0.0], [0.0, -0.4, 0.0], [-0.2, 0.2, 0.0], [0.1, 0.0, -0.1], [0.1, -0.3, -0.2], [-0.1, -0.1, 0.3], [-0.1, 0.2, -0.3], [-0.4, -0.1, 0.1], [-0.1, 0.1, -0.2], [-0.2, 0.2, -0.2], [0.0, 0.1, 0.1], [-0.1, -0.1, 0.0], [0.1, 0.1, -0.2], [0.2, 0.0, -0.2], [-0.9, -1.4, -0.4], [-0.1, 0.1, 0.1], [0.1, 0.1, 0.0], [0.2, 0.2, 0.2], [-0.1, -0.1, 0.0], [-0.2, -0.3, -0.1], [-0.1, -0.2, 0.1], [0.1, 0.2, 0.0], [0.0, 0.0, 0.1], [0.0, 0.2, -0.4], [0.1, 0.2, 0.1], [0.0, 0.0, 0.2], [-0.1, 0.0, 0.0], [0.2, 0.0, 0.1], [0.1, -0.3, -0.3], [-0.1, 0.0, 0.2], [-0.1, 0.1, 0.1], [0.2, 0.1, -0.1], [0.1, 0.1, 0.0], [0.0, -0.1, 0.1], [0.0, 0.3, -0.3], [0.0, -0.1, 0.5], [0.0, 0.1, -0.1], [0.0, 0.1, 0.1], [0.0, 0.0, 0.0], [0.1, 0.0, -0.1], [0.0, 0.0, -0.2], [-0.1, 0.0, 0.0], [0.0, 0.0, 0.0], [0.0, 0.0, 0.0], [0.0, -0.2, -0.1], [-0.1, 0.1, 0.1], [0.2, -0.1, 0.2], [-0.2, -0.1, -0.5], [0.1, 0.0, 0.0], [0.1, -0.1, -0.1], [0.0, 0.1, -0.1], [0.0, 0.1, 0.0], [0.1, 0.1, 0.2], [0.0, 0.0, 0.1], [0.0, 0.0, 0.0], [0.0, 0.0, 0.0], [-0.1, 0.1, 0.1]]}